No. 1
ORCA calculation (the ωB97M-V functional and the def2-TZVPD basis) on a cluster of 3 separate species, C16H29NO13S2 in total.

Output
SMILES: C=CC(=O)OCCCCCCOC(=O)ONCC.O=S1(=O)OCCO1.O=S1(=O)OCCO1
E_LUMO: 0.0106 Eh
Spin multiplicity: 1
Molar mass: 507.54 g mol⁻¹
F_max: 0.89 eV/Å
HOMO energy: -9.23 eV
ΔE to the lowest compared entry with this formula, charge and spin: 0.0 kJ/mol
Frontier orbital gap: 9.51 eV

XYZ file:
```
61
Properties=species:S:1:pos:R:3:lowdin_charge:R:1
C -3.970 5.864 1.224 0.04
C -3.624 4.814 0.498 -0.08
C -2.241 4.232 0.601 -0.49
O -1.291 4.893 0.291 0.14
O -2.076 2.985 1.094 0.00
C -3.071 1.994 0.778 -0.18
C -2.399 0.657 0.499 -0.16
C -1.134 0.365 1.331 -0.16
C -1.160 -1.004 2.057 -0.17
C -0.043 -1.968 1.620 -0.17
C 1.148 -1.998 2.554 -0.16
O 1.887 -0.764 2.487 0.03
C 2.866 -0.702 1.575 -0.58
O 2.860 0.064 0.663 0.17
O 3.917 -1.542 1.835 -0.02
N 3.882 -2.753 1.020 -0.01
C 5.210 -2.869 0.419 -0.24
C 5.500 -1.847 -0.684 -0.08
H -4.735 6.548 0.880 0.06
H -3.469 6.072 2.160 0.07
H -4.339 4.353 -0.172 0.10
H -3.675 2.298 -0.076 0.11
H -3.759 1.903 1.622 0.12
H -2.124 0.642 -0.559 0.12
H -3.128 -0.145 0.608 0.07
H -0.962 1.145 2.069 0.11
H -0.267 0.394 0.671 0.10
H -2.126 -1.490 1.914 0.10
H -1.038 -0.829 3.128 0.11
H 0.280 -1.740 0.601 0.12
H -0.437 -2.990 1.592 0.12
H 1.792 -2.859 2.360 0.11
H 0.817 -2.094 3.588 0.13
H 3.207 -2.595 0.271 0.12
H 5.936 -2.798 1.226 0.11
H 5.260 -3.887 0.027 0.11
H 5.257 -2.243 -1.669 0.06
H 4.916 -0.941 -0.521 0.06
H 6.554 -1.571 -0.664 0.08
O -5.690 0.333 0.781 -0.21
S -5.788 -0.800 -0.068 0.59
O -4.953 -0.940 -1.204 -0.21
O -7.318 -0.966 -0.490 -0.18
C -7.806 -2.267 -0.130 -0.15
C -6.995 -2.635 1.097 -0.15
O -5.682 -2.136 0.798 -0.19
H -7.621 -2.952 -0.959 0.14
H -8.873 -2.207 0.067 0.14
H -6.941 -3.705 1.268 0.14
H -7.365 -2.134 1.993 0.14
O 7.644 -0.042 -5.171 -0.22
S 6.477 -0.126 -4.371 0.59
O 5.867 -1.374 -4.085 -0.22
O 5.383 0.873 -4.967 -0.19
C 4.957 1.811 -3.965 -0.15
C 6.169 1.969 -3.069 -0.15
O 6.711 0.642 -2.992 -0.20
H 4.110 1.385 -3.425 0.14
H 4.659 2.738 -4.446 0.13
H 5.918 2.312 -2.069 0.14
H 6.918 2.628 -3.512 0.13
```

***

No. 2
ORCA calculation (the ωB97M-V functional and the def2-TZVPD basis) on a cluster of 2 separate species, C3H9N2S in total.

Output
E_LUMO (spin up / spin down): -0.1887 / -0.1674 Eh
Charge: +1
Spin multiplicity: 1
Molar mass: 105.19 g mol⁻¹
F_max: 2.81 eV/Å
HOMO energy (spin up / spin down): -12.47 / -12.40 eV
ΔE to the lowest compared entry with this formula, charge and spin: 212.8 kJ/mol
Frontier orbital gap (spin up / spin down): 7.34 / 7.84 eV

XYZ file:
```
15
Properties=species:S:1:pos:R:3:lowdin_charge:R:1
C -0.130 -0.906 0.348 -0.49
C -0.422 2.083 -0.263 0.17
C 0.846 -0.001 -0.158 -0.48
N -0.289 -1.037 1.662 0.21
N -0.884 -1.617 -0.477 0.20
S 1.413 -0.226 -1.810 0.81
H -0.791 1.971 -1.264 0.03
H -1.118 1.947 0.545 0.03
H 0.407 2.744 -0.102 0.03
H 1.551 0.428 0.530 0.08
H 0.309 -0.554 2.310 0.14
H -0.957 -1.688 2.044 0.14
H -0.769 -1.538 -1.476 0.10
H -1.546 -2.295 -0.135 0.14
H 2.379 0.689 -1.755 -0.10
```

***

No. 3
ORCA calculation (the ωB97M-V functional and the def2-TZVPD basis) on a cluster of 2 separate species, C4H9N in total.

Output
E_LUMO: 0.0435 Eh
Spin multiplicity: 1
Molar mass: 71.12 g mol⁻¹
F_max: 0.38 eV/Å
HOMO energy: -7.41 eV
ΔE to the lowest compared entry with this formula, charge and spin: 442.2 kJ/mol
Frontier orbital gap: 8.59 eV

XYZ file:
```
14
Properties=species:S:1:pos:R:3:lowdin_charge:R:1
C 0.497 -1.525 -0.600 -0.07
C 1.068 -0.263 0.014 -0.28
C 0.732 1.077 -0.511 -0.08
N 0.122 0.687 0.598 -0.22
C -0.912 0.727 1.383 -0.01
H 1.137 -1.876 -1.416 0.08
H 0.429 -2.325 0.146 0.07
H -0.501 -1.338 -1.007 0.06
H 1.961 -0.419 0.628 0.13
H -1.263 0.949 -1.179 0.04
H 1.216 2.003 -0.778 0.09
H -1.458 1.656 1.480 0.06
H -1.862 0.793 -0.728 0.05
H -1.166 -0.146 1.970 0.07
```

***

No. 4
ORCA calculation (the ωB97M-V functional and the def2-TZVPD basis) on a cluster of 11 separate species, C5H29NO10 in total.

Output
E_LUMO (spin up / spin down): -0.1071 / -0.2464 Eh
Charge: +1
Spin multiplicity: 2
Molar mass: 263.28 g mol⁻¹
F_max: 7.56 eV/Å
HOMO energy (spin up / spin down): -13.60 / -13.85 eV
ΔE to the lowest compared entry with this formula, charge and spin: 266.6 kJ/mol
Frontier orbital gap (spin up / spin down): 10.68 / 7.14 eV

XYZ file:
```
45
Properties=species:S:1:pos:R:3:mulliken_spin:R:1
C 0.657 -0.186 -0.915 0.22
C 0.897 0.691 0.083 0.17
N 0.547 0.485 1.382 0.34
C 0.828 0.048 -2.316 0.07
C 1.931 -0.795 -2.691 0.05
C 1.836 -2.064 -2.507 0.04
H 0.202 -1.129 -0.590 0.07
H 1.563 1.512 -0.217 0.03
H 0.982 0.953 2.117 -0.02
H -0.164 -0.087 1.624 0.00
H 1.237 1.153 -2.482 -0.01
H -0.069 -0.001 -3.000 0.02
H 2.854 -0.251 -2.880 0.00
H 2.726 -2.670 -2.543 0.00
H 1.015 -2.720 -2.200 0.00
H 3.823 -0.206 2.521 0.00
H 2.717 -0.349 1.537 0.00
O 3.553 -0.089 1.662 0.00
H 1.037 -1.696 2.704 0.00
H 1.354 -3.192 3.009 0.00
O 1.697 -2.291 2.860 0.00
H -3.213 2.277 2.014 0.00
H -1.860 2.372 1.416 0.00
O -2.589 3.025 1.680 0.00
H -2.432 2.470 -1.743 0.00
H -3.847 2.234 -1.415 0.00
O -3.111 1.801 -1.842 0.00
H 3.744 1.349 0.680 0.00
H 4.084 2.251 -0.529 0.00
O 3.497 2.142 0.099 0.00
H -1.407 -2.318 1.220 0.00
H -0.952 -2.681 2.573 0.00
O -0.671 -2.068 1.877 0.00
H -0.882 4.079 -1.186 0.00
H 0.155 2.941 -0.793 0.00
O -0.731 3.168 -1.090 0.00
H -2.999 -3.162 0.468 0.00
H -2.561 -2.167 -0.676 0.00
O -2.171 -2.848 -0.091 0.00
H -1.761 -0.956 -2.421 0.00
H -2.573 0.124 -1.634 0.00
O -2.504 -0.822 -1.794 0.00
H -2.698 0.160 1.591 0.00
H -1.647 -0.657 2.148 0.00
O -2.093 0.169 2.289 0.00
```